{"formula": "C52H48BN12O2P2W", "method": "ωB97M-V with the def2-TZVPD basis set", "symbols": ["W", "P", "P", "O", "O", "N", "N", "N", "N", "N", "N", "N", "N", "N", "N", "N", "N", "C", "C", "C", "C", "C", "C", "C", "C", "C", "C", "C", "C", "C", "C", "C", "C", "C", "C", "C", "C", "C", "C", "C", "C", "C", "C", "C", "C", "C", "C", "C", "C", "C", "C", "C", "C", "C", "C", "C", "C", "C", "C", "C", "C", "C", "C", "C", "C", "C", "C", "C", "C", "B", "H", "H", "H", "H", "H", "H", "H", "H", "H", "H", "H", "H", "H", "H", "H", "H", "H", "H", "H", "H", "H", "H", "H", "H", "H", "H", "H", "H", "H", "H", "H", "H", "H", "H", "H", "H", "H", "H", "H", "H", "H", "H", "H", "H", "H", "H", "H", "H"], "coordinates": [[-0.01477, 0.72955, 0.35628], [1.10893, -0.80885, -1.34342], [1.52863, -1.12825, 1.46418], [-2.10947, -1.83695, 0.41878], [-2.51977, -0.12505, 1.84288], [-4.44357, 0.99985, -1.10202], [1.01743, 1.47015, 3.04638], [-2.22797, 1.27625, -0.42422], [-0.19127, 1.37415, 2.50538], [-1.60017, 3.30245, 0.50288], [0.82233, 1.85855, 4.27608], [-0.43497, 2.02495, 4.57918], [-0.68617, 1.20555, -2.59662], [1.79043, 1.97875, 5.17468], [2.02793, 1.77135, 0.44348], [-0.36127, 2.79045, 0.39658], [1.89463, -1.74285, -0.09912], [-3.65047, -0.90175, 1.76648], [2.41343, 1.38995, -2.47402], [0.98603, -4.72225, 3.36958], [5.33383, -1.16105, 4.05508], [-4.34877, 4.06425, 0.90948], [-0.21587, -3.15365, -1.97072], [3.11223, -1.06725, 2.38878], [3.25873, 1.25245, 0.38828], [2.39523, -3.09945, -0.34142], [-1.37937, 0.44775, -4.76502], [-1.06297, 1.72105, 3.46048], [5.47943, -1.33485, 2.68918], [-0.36067, -2.31405, 3.18668], [0.63413, -2.16415, -2.46952], [0.62643, 3.64125, 0.66638], [4.32263, 3.33025, 0.90968], [4.70023, 0.02705, -3.20182], [4.59083, 1.38245, -3.47452], [1.93453, 3.11535, 0.69898], [-5.86257, -1.66325, 2.05848], [-0.84277, 2.73205, -4.44382], [0.88143, -3.40405, -4.50942], [-1.10197, 0.24535, -3.42852], [-3.39627, -1.96635, 0.89748], [1.15113, -2.27245, -3.75812], [0.08623, -4.41285, -3.99082], [-5.69037, 4.37505, 0.97058], [-4.36467, -2.90775, 0.60818], [-3.18087, 0.59885, -1.01532], [-0.86787, -3.33375, 3.97458], [2.49803, 0.02125, -2.22022], [-1.22447, 1.71685, -5.32342], [-6.24637, 2.49365, -0.43472], [-0.21457, -4.55365, 4.04058], [-4.88377, -0.72835, 2.36398], [2.97353, -0.88985, 3.76478], [-0.48087, -4.27655, -2.73172], [-2.55887, 2.52985, 0.10368], [-3.93657, 2.93995, 0.18858], [1.51153, -3.69745, 2.60298], [-0.59767, 2.43495, -3.11762], [-5.60507, -2.73085, 1.20608], [3.44253, 2.06475, -3.10682], [4.41583, 1.97175, 0.59628], [-1.46847, 1.96545, -6.76542], [-6.63397, 3.60285, 0.29378], [0.80993, -2.49855, 2.45488], [3.07463, 3.90265, 0.95578], [4.07863, -0.92005, 4.59108], [4.37863, -1.27295, 1.85148], [-4.90067, 2.14615, -0.46232], [3.66283, -0.65625, -2.58792], [-1.56277, -0.70255, 0.98678], [-4.17407, -3.73815, -0.05222], [2.48203, -3.82765, 2.15128], [2.94813, 4.94945, 1.17788], [-1.12247, -5.05085, -2.34282], [1.52673, 1.93105, -2.17352], [-6.98157, 1.89065, -0.94632], [-7.67597, 3.87875, 0.33038], [-3.60677, 4.66555, 1.40908], [3.34833, 3.12165, -3.30612], [-6.84277, -1.56405, 2.49748], [5.37483, 1.48845, 0.51278], [3.32463, 0.20895, 0.12018], [-0.65187, -3.03905, -0.98642], [1.52833, -5.64995, 3.46008], [4.52073, -1.41605, 0.79028], [2.71263, 2.16555, 4.80888], [-2.93347, -0.35945, -1.45832], [1.51683, 2.45275, 6.02698], [5.60123, -0.50235, -3.47232], [-1.70917, -0.37665, -5.37722], [6.45483, -1.53295, 2.27438], [-5.12397, 0.42495, -1.58532], [-0.31687, 3.22345, -2.42772], [2.59033, -3.22255, -1.40522], [-2.03097, 1.14995, -7.21152], [-0.85877, -1.35385, 3.17308], [3.95803, -0.78465, 5.65308], [5.39433, 1.90345, -3.97142], [-1.99847, 2.90225, -6.92622], [1.76423, -1.48615, -4.17322], [1.30273, -3.49635, -5.49842], [-0.09467, -5.30315, -4.57012], [-1.23387, -0.73845, -2.99982], [1.66333, -3.85295, -0.04622], [-2.12747, 1.74485, 3.34468], [3.76833, -1.71415, -2.39462], [1.98343, -0.77765, 4.18398], [6.19183, -1.22795, 4.70298], [-1.76737, -3.17145, 4.54798], [0.40543, 4.68625, 0.85518], [3.32163, -3.26605, 0.20788], [-0.73917, 3.74865, -4.78992], [-6.38937, -3.44145, 1.00048], [5.20993, 3.91165, 1.10158], [-6.01947, 5.21635, 1.55728], [-0.61937, -5.35435, 4.63938], [-0.51517, 2.04005, -7.29022], [-5.07417, 0.09645, 3.03048]], "lowdin_charge": [1.40, 0.96, 0.99, 0.11, 0.05, 0.18, 0.08, 0.04, -0.10, 0.10, -0.24, 0.18, -0.03, 0.18, -0.03, -0.17, -0.46, -0.20, -0.13, -0.04, -0.04, 0.01, -0.10, -0.34, -0.16, -0.12, 0.01, -0.13, -0.05, -0.10, -0.38, -0.02, 0.00, -0.04, -0.04, -0.26, -0.06, 0.01, -0.04, -0.17, -0.20, -0.08, -0.04, -0.03, 0.02, -0.11, -0.04, -0.36, -0.24, 0.02, -0.04, 0.02, -0.12, -0.04, -0.25, -0.08, -0.08, -0.15, -0.06, -0.05, 0.02, -0.02, -0.02, -0.33, 0.03, -0.05, -0.10, -0.15, -0.09, -0.73, 0.13, 0.10, 0.13, 0.12, 0.05, 0.13, 0.13, 0.12, 0.12, 0.12, 0.13, 0.06, 0.10, 0.12, 0.10, 0.13, 0.15, 0.14, 0.12, 0.12, 0.12, 0.19, 0.10, 0.08, 0.09, 0.08, 0.12, 0.12, 0.10, 0.11, 0.12, 0.12, 0.08, 0.09, 0.13, 0.10, 0.09, 0.12, 0.12, 0.15, 0.08, 0.13, 0.12, 0.13, 0.12, 0.12, 0.10, 0.12], "homo_lumo_gap_ev": [6.4, 6.1], "charge": 3, "max_force_ha_per_bohr": 0.039, "e_lumo_ev": [-8.52, -9.06], "multiplicity": 3}